--- i ---
Density functional theory data (ωB97M-V/def2-TZVPD) for a gas-phase ion, C4H12N3 (charge +1).

CARTESIAN COORDINATES (ANGSTROEM)
1 H -0.4592 -1.3989 -3.2345
2 C 0.3939 0.4705 1.9143
3 H -0.2201 0.2867 -2.8225
4 H 0.5955 1.8730 -0.9219
5 H -1.5860 0.3199 0.7358
6 N -0.2423 1.3640 -1.1236
7 H -1.0907 1.9547 -1.0673
8 C 0.0987 0.1923 -0.6303
9 N 0.0788 -0.2306 3.1635
10 H 1.5099 0.2388 1.7068
11 H 0.3864 1.5819 2.0757
12 N 0.1559 -0.6756 -2.6993
13 H 1.1204 -0.7250 -3.1724
14 C -0.4893 0.0619 0.6723
15 H 0.2913 -1.2108 3.0596
16 C 0.2490 -1.0214 -1.2747
17 H -0.4920 -1.0293 0.8641
18 H -0.7349 0.0312 3.7333
19 H 0.4346 -2.0833 -0.9788

Results
Total charge: +1
HOMO level, eV: -11.891
Structure (SMILES): NCC/C(N)=C/[NH3+]
HOMO-LUMO gap, hartree: 0.303

---

--- ii ---
Density functional theory data (ωB97M-V/def2-TZVPD) for a gas-phase ion, C4H12N3 (charge +1).

CARTESIAN COORDINATES (ANGSTROEM)
1 H -0.3930 1.3720 0.2849
2 H -2.5772 -0.1910 -0.4375
3 C 2.0839 -0.3618 0.0355
4 N -1.5316 1.4033 0.1185
5 H 0.6024 -0.1318 1.5114
6 H -0.2493 -0.6973 -1.3808
7 H 2.1833 -0.9480 -0.8983
8 H -1.0959 -2.6541 -0.7247
9 C 0.7482 -0.0785 0.4899
10 N -1.7318 -0.0046 0.0538
11 H -1.9447 1.7852 1.0549
12 H -2.0203 2.0189 -0.6819
13 H -0.6193 -2.3344 1.0580
14 H 1.8134 1.9416 0.3973
15 H 1.2151 1.2688 -1.1937
16 C 1.4653 1.0191 -0.1974
17 C -0.4296 -0.7794 -0.2558
18 H 3.0096 -0.4276 0.7455
19 N -0.5287 -2.2003 0.0203

Results
Total charge: +1
HOMO level, eV: -13.700
Structure (SMILES): N[C@@H](N[NH3+])C1CC1
HOMO-LUMO gap, hartree: 0.372

---

List of relative energies, unit kJ/mol: i 0.0; ii 6.9

---

--- i ---
Density functional theory data (ωB97M-V/def2-TZVPD) for a molecular structure, CH19O9Pd.

CARTESIAN COORDINATES (ANGSTROEM)
1 H -3.0609 -6.6000 21.0586
2 H -6.2446 -9.1835 18.2195
3 O -8.4224 -7.9287 22.9639
4 H -1.3459 -12.4091 20.1414
5 H -4.1216 -10.2568 20.9517
6 O -2.9565 -8.7275 24.8504
7 H -6.6775 -6.2991 20.5294
8 H -6.1313 -7.4494 25.6008
9 H -8.6930 -7.4763 19.5378
10 O -6.0428 -5.5586 20.5660
11 H -7.9168 -7.1075 23.0238
12 H -7.9522 -8.7552 19.9578
13 H -2.1552 -11.2986 19.4379
14 O -5.8128 -8.1085 24.9660
15 H -8.6278 -8.0163 22.0183
16 O -1.7373 -11.5286 20.2850
17 Pd -1.0694 -9.5417 21.2202
18 H -5.1379 -5.9123 20.4637
19 C -4.1518 -9.1811 21.1812
20 O -2.9588 -8.7698 21.7398
21 O -5.9261 -8.8131 17.3894
22 H -5.1458 -9.3305 17.1477
23 H -2.6726 -5.1323 21.2949
24 H -6.0394 -7.7445 24.1049
25 O -7.8724 -7.7894 19.9583
26 H -3.0284 -8.6878 23.8918
27 O -3.0988 -5.7240 20.6554
28 H -3.8731 -8.8246 25.1611
29 H -4.9770 -8.9520 21.8658
30 H -4.3871 -8.6175 20.2553

Results
Total charge: +1
HOMO level (spin up / spin down), eV: -13.303 / -13.303
HOMO-LUMO gap (spin up / spin down), hartree: 0.296 / 0.201
2S+1: 3

---

--- ii ---
Density functional theory data (ωB97M-V/def2-TZVPD) for a molecular structure, CH19O9Pd.

CARTESIAN COORDINATES (ANGSTROEM)
1 O 14.7317 12.4191 -34.6539
2 O 16.4082 14.4278 -36.3259
3 H 19.8441 11.0940 -36.7803
4 Pd 18.5393 9.2817 -33.6688
5 H 21.5621 11.2751 -34.1243
6 H 17.8513 12.6351 -34.0999
7 H 18.4246 12.3282 -35.6881
8 H 19.5231 10.5960 -38.1853
9 O 19.3340 11.2643 -34.1616
10 C 18.7807 12.4280 -34.6537
11 H 17.2776 14.0439 -36.4898
12 H 19.4357 13.2969 -34.5655
13 H 22.3991 11.4682 -32.8647
14 O 21.0023 16.1209 -34.8649
15 H 14.4146 11.8250 -35.3508
16 H 16.5833 15.2486 -35.8452
17 O 19.8236 12.2366 -31.2610
18 H 19.9524 13.1608 -31.0083
19 H 17.0055 11.8675 -38.0435
20 H 21.0191 17.0855 -34.8298
21 H 15.8995 10.7214 -33.6007
22 H 15.9093 9.5198 -32.6390
23 H 19.6325 12.2646 -32.1987
24 O 20.0763 10.4143 -37.4159
25 H 20.3769 15.9204 -35.5684
26 O 16.4821 10.0415 -33.2200
27 H 16.2022 12.5508 -36.9305
28 O 16.4090 11.6839 -37.3074
29 H 15.6720 12.5245 -34.8315
30 O 22.3704 10.9826 -33.6997

Results
Total charge: +1
HOMO level (spin up / spin down), eV: -14.070 / -14.067
HOMO-LUMO gap (spin up / spin down), hartree: 0.340 / 0.238
2S+1: 3

---

--- iii ---
Density functional theory data (ωB97M-V/def2-TZVPD) for a molecular structure, CH19O9Pd.

CARTESIAN COORDINATES (ANGSTROEM)
1 H 18.2894 -3.5129 -32.6063
2 H 20.9581 -1.3268 -29.7413
3 H 19.6327 -1.3074 -34.3190
4 H 21.2690 -4.5102 -30.7855
5 H 19.1982 -2.0064 -31.0372
6 H 15.9673 -0.2521 -29.2614
7 H 21.8246 -1.1935 -32.5544
8 H 17.8464 0.8620 -28.1888
9 O 15.2346 -0.3807 -29.8638
10 H 18.1868 -1.2713 -33.8718
11 H 18.7990 -0.4810 -31.5145
12 H 21.1793 -2.4025 -33.1979
13 O 21.2403 -1.4498 -33.2680
14 H 18.0366 -1.2432 -30.0730
15 H 17.8284 -4.5775 -33.5790
16 Pd 15.0295 -1.9877 -31.4824
17 O 21.5111 -1.7615 -29.0920
18 O 18.0945 -3.6085 -27.5647
19 H 18.1255 -3.7276 -28.5140
20 H 18.5834 -2.8006 -27.4081
21 H 14.7945 0.4689 -29.8912
22 O 17.2660 -1.9438 -31.8871
23 C 18.3144 -1.3737 -31.1189
24 O 17.1141 0.3894 -27.7930
25 O 18.5048 -4.3881 -32.9288
26 O 21.3438 -4.4356 -29.8342
27 O 18.7371 -1.2717 -34.6550
28 H 17.5123 -0.3915 -27.4085
29 H 21.3884 -3.4936 -29.6701
30 H 22.4037 -1.5125 -29.3318

Results
Total charge: +1
HOMO level (spin up / spin down), eV: -13.724 / -13.722
HOMO-LUMO gap (spin up / spin down), hartree: 0.312 / 0.218
2S+1: 3

---

List of relative energies, unit kJ/mol: i 0.0; ii 8.9; iii 23.5

---

--- i ---
Density functional theory data (ωB97M-V/def2-TZVPD) for C3H5N3 in the gas phase.

CARTESIAN COORDINATES (ANGSTROEM)
1 N 1.5685 -0.3865 -0.0526
2 H -2.5089 0.2715 -0.0839
3 C 1.3806 1.1010 -0.3122
4 C 0.0335 1.1545 -0.1574
5 H 2.1670 -0.2977 0.7767
6 C -0.5361 -0.1614 0.0990
7 N 0.3501 -1.1232 0.1680
8 N -1.8615 -0.4022 0.2945
9 H -2.1610 -1.3651 0.2480
10 H 2.1293 -0.8485 -0.7670
11 H -0.5616 2.0576 -0.2130

Results
HOMO level, eV: -8.525
HOMO-LUMO gap, hartree: 0.349

---

--- ii ---
Density functional theory data (ωB97M-V/def2-TZVPD) for a molecular structure, C3H5N3.

CARTESIAN COORDINATES (ANGSTROEM)
1 N -1.7520 1.3323 -0.4030
2 H -0.3661 1.0721 1.2125
3 H -2.1703 2.2084 -0.0549
4 C -0.8041 0.8794 0.2096
5 H -0.4383 -2.1755 0.5047
6 C 1.5641 0.1395 -0.4367
7 N 2.5314 0.7125 -0.3096
8 N 0.3820 -1.6308 0.3097
9 H -0.0865 -0.7488 -1.5626
10 C 0.3624 -0.5726 -0.6001
11 H 0.7774 -1.2165 1.1303

Results
HOMO level, eV: -8.461
HOMO-LUMO gap, hartree: 0.340

---

List of relative energies, unit kJ/mol: i 7.3; ii 0.0

---

--- i ---
Density functional theory data (ωB97M-V/def2-TZVPD) for C3H5N3 in the gas phase.

CARTESIAN COORDINATES (ANGSTROEM)
1 C -1.3866 -0.3329 0.6386
2 H 0.7511 1.6224 0.6177
3 H 1.4087 0.0216 1.1432
4 H -1.5420 -1.2592 -0.7038
5 C 0.4762 0.0247 -0.7910
6 C 0.5973 0.5451 0.6420
7 N -0.6156 0.2975 1.3907
8 H 2.2630 0.0584 -1.5153
9 N 1.2714 0.0655 -1.8001
10 N -0.7776 -0.5976 -0.7061
11 H -2.4458 -0.4455 1.0841

Results
HOMO level, eV: -8.973
Structure (SMILES): [H]/N=C1\CN=CN1
HOMO-LUMO gap, hartree: 0.359

---

--- ii ---
Density functional theory data (ωB97M-V/def2-TZVPD) for C3H5N3 in the gas phase.

CARTESIAN COORDINATES (ANGSTROEM)
1 H -0.1074 -1.7636 -0.3030
2 H 2.1892 0.2967 -1.7965
3 H -1.5069 1.9159 0.3520
4 C 0.0348 -0.9130 0.3661
5 H 0.6372 -1.2870 1.2016
6 H -1.9419 -0.2331 1.4600
7 N 0.1674 1.2978 -0.5489
8 N 1.7499 -0.4173 -1.2263
9 N -0.8949 1.1115 0.2424
10 C 0.7815 0.0467 -0.5423
11 C -1.1090 -0.0546 0.7949

Results
HOMO level (spin up / spin down), eV: -7.862 / -7.862
HOMO-LUMO gap (spin up / spin down), hartree: 0.306 / 0.306

---

--- iii ---
Density functional theory data (ωB97M-V/def2-TZVPD) for a molecular structure, C3H5N3.

CARTESIAN COORDINATES (ANGSTROEM)
1 N -0.7081 0.2147 -0.9627
2 C -0.6139 -1.0487 -1.5473
3 H -1.7094 -0.3716 -1.0679
4 N 0.0297 0.1908 0.1809
5 C 0.3046 1.3801 0.9590
6 H -0.5327 2.0657 0.8275
7 H 0.6435 -2.7369 -0.7088
8 H 1.2267 1.8618 0.6224
9 H 0.3986 1.1013 2.0092
10 N 0.6893 -0.9335 0.3311
11 C 0.2716 -1.7238 -0.6435

Results
HOMO level, eV: -9.184
HOMO-LUMO gap, hartree: 0.368

---

--- iv ---
Density functional theory data (ωB97M-V/def2-TZVPD) for a molecular structure, C3H5N3.

CARTESIAN COORDINATES (ANGSTROEM)
1 C 0.0591 1.5171 -0.3344
2 H 0.5010 -2.3400 1.2248
3 N 0.0121 -1.4674 1.4294
4 H -1.0999 -0.1918 -0.5490
5 C 0.6002 -0.4965 -0.9020
6 C 0.0972 -0.6667 0.4538
7 H -1.2426 0.8636 1.2593
8 N -0.6816 0.6156 0.4463
9 H 1.1567 -1.2497 -1.4513
10 N 0.7744 0.8420 -1.1884
11 H -0.1765 2.5738 -0.3883

Results
HOMO level, eV: -8.270
HOMO-LUMO gap, hartree: 0.328

---

List of relative energies, unit kJ/mol: i 81.7; ii 0.0; iii 226.1; iv 142.9